Density functional theory data (wB97M-V/def2-TZVPD) for a structure of composition C62H37AsAuI4N4.

The value obtained for the highest occupied orbital energy (alpha / beta) is -9.755 / -9.756 eV. The value obtained for the total energy is -167783.50409 eV. The calculation puts the LUMO energy (alpha / beta) at -0.15839 / -0.15838 Eh. As for the total charge: +1.

Each line ends with the Mulliken charge.
Atoms and positions in Å:
Au -0.180 -0.270 1.613  2.00
I 3.141 -8.931 -1.206  0.11
I -8.316 -0.658 -3.572  0.12
I -4.512 4.147 9.115  0.13
I 6.286 6.114 0.196  0.11
As 0.689 0.417 -1.723  1.20
N 0.534 1.076 2.860  -0.54
N -1.975 0.399 2.000  -0.77
N -0.922 -1.666 0.449  -0.95
N 1.637 -0.909 1.203  -0.65
C -1.235 3.921 -2.951  -0.72
C 2.437 -7.000 -0.772  -0.25
C -3.989 2.191 6.851  -0.70
C -1.747 3.468 5.836  -0.57
C -0.847 2.780 -2.265  -0.17
C 4.444 -1.596 -3.702  -0.96
C 0.652 -1.585 -3.660  0.45
C -4.087 1.129 1.595  -1.18
C -2.329 -2.877 -0.854  -0.98
C -6.375 -1.751 -1.518  -0.82
C 0.858 2.279 4.752  -1.36
C 3.863 -0.836 0.743  -1.01
C 4.681 -0.450 -2.955  -0.74
C -0.449 4.401 -3.989  -0.54
C 4.288 3.846 -0.080  -0.48
C -0.235 -0.747 -2.971  0.27
C -5.794 0.456 -2.296  -0.75
C 5.528 3.773 1.984  -0.70
C -0.113 1.619 3.953  0.37
C 3.807 2.137 1.568  -0.30
C 0.149 -2.486 -4.594  -0.49
C 5.256 4.371 0.764  -0.31
C -3.517 3.351 7.448  -0.15
C 0.318 2.108 -2.624  0.50
C -4.370 -0.677 -0.709  -0.03
C -4.670 0.441 -1.487  -0.20
C -3.671 1.694 2.759  -1.32
C -6.633 -0.647 -2.316  -0.29
C 4.805 2.659 2.384  -0.22
C 3.146 -2.020 -3.941  -0.36
C 2.476 -4.640 -1.183  -0.01
C 3.418 -2.076 0.418  -0.93
C -1.594 -0.807 -3.220  -0.92
C 1.063 -5.537 0.536  -0.24
C 2.321 -0.209 -2.571  -0.37
C -5.244 -1.763 -0.717  -0.42
C 0.730 3.754 -4.328  -0.73
C -2.184 -1.687 -0.086  1.23
C 2.750 -0.109 1.277  0.38
C 2.049 2.234 4.078  -0.75
C -2.340 1.239 3.015  -0.03
C -1.515 1.673 4.069  0.88
C 2.074 -1.320 -3.395  0.67
C -2.401 3.993 6.936  -0.74
C 1.507 -6.815 0.240  -0.74
C 3.570 2.736 0.328  -0.61
C -2.179 2.282 5.235  0.03
C 2.908 -5.917 -1.499  -0.77
C 1.119 2.611 -3.644  -0.56
C -3.036 0.275 1.135  0.91
C -1.217 -2.563 -4.817  -1.12
C -2.087 -1.716 -4.146  -0.70
C 2.821 1.097 1.956  0.35
C 1.093 -3.077 0.222  1.65
C -1.171 -3.586 -0.731  -1.57
C 1.840 1.464 2.912  0.46
C 3.621 0.233 -2.376  -0.43
C 2.000 -2.096 0.628  0.39
C -3.143 -0.681 0.122  0.32
C -0.279 -2.812 0.064  0.54
C -3.318 1.661 5.765  -0.24
C 1.562 -4.430 -0.152  -1.02
H -0.924 4.021 5.408  0.74
H -0.936 -4.534 -1.183  0.59
H 3.603 -6.069 -2.313  0.46
H 2.986 2.661 4.386  0.52
H -2.274 -0.128 -2.719  0.62
H -5.039 1.255 1.110  0.58
H 2.770 2.357 -0.297  0.65
H -7.043 -2.600 -1.524  0.42
H -6.008 1.320 -2.911  0.46
H 3.820 1.114 -1.781  0.44
H -1.454 2.406 -1.444  0.36
H -1.605 -3.277 -5.532  0.42
H -4.004 1.296 -1.473  0.61
H 5.694 -0.093 -2.821  0.49
H 0.699 2.720 5.719  0.84
H -5.047 -2.605 -0.067  0.63
H -3.150 -1.751 -4.353  0.57
H 0.821 -3.115 -5.165  0.43
H -0.756 5.283 -4.537  0.39
H 1.350 4.130 -5.131  0.43
H 4.876 -0.471 0.713  0.65
H 2.037 2.102 -3.912  0.37
H 1.127 -7.662 0.794  0.40
H 2.820 -3.797 -1.770  0.54
H 4.079 4.310 -1.033  0.48
H -4.869 1.695 7.235  0.40
H -3.196 -3.153 -1.426  0.61
H 5.036 2.186 3.330  0.62
H -2.146 4.438 -2.680  0.43
H 6.291 4.183 2.630  0.42
H 5.274 -2.155 -4.114  0.43
H -4.202 2.399 3.375  0.64
H -3.668 0.734 5.331  0.55
H 0.338 -5.396 1.328  0.51
H -2.040 4.906 7.390  0.39
H 2.974 -2.896 -4.555  0.45
H 4.000 -2.895 0.032  0.78